# 1
Formula: C24H34N2O12Sr
Source: OMol25
Level of theory: ωB97M-V/def2-TZVPD

Values from the calculation:
Net charge: -2
Spin multiplicity: 1
Orbital gap (eV): 5.56
HOMO energy (eV): -1.537
Energy relative to the best compared isomer or geometry (same formula, charge and spin) (kJ/mol): 0.00

CARTESIAN COORDINATES (ANGSTROEM)
Sr1 0.58583 -0.07124 0.14455
C1 4.99098 0.73983 -1.39565
C2 3.60814 0.67125 -1.12101
C3 2.80982 1.97976 -1.24784
O1 1.60749 1.91790 -0.89061
C4 3.42472 3.20432 -1.63573
C5 4.80074 3.21423 -1.91151
C6 5.62622 1.95061 -1.80786
O2 6.82690 1.87164 -2.13253
O3 5.32306 4.25375 -2.39054
O4 2.98466 -0.32117 -0.68486
H1 5.52947 -0.19782 -1.36381
H2 2.92211 4.15857 -1.65372
C7 -3.57499 -2.56642 3.37229
C8 -4.75068 -3.12877 2.77688
C9 -4.82573 -3.13205 1.20553
O5 -5.82416 -3.59452 0.65535
C10 -3.73580 -2.53086 0.46469
C11 -2.66577 -1.92228 1.13494
C12 -2.56801 -1.95677 2.64231
O6 -1.54506 -1.46143 3.22362
O7 -1.77013 -1.31153 0.47182
O8 -5.70661 -3.51775 3.45102
H3 -3.45535 -2.69968 4.43918
H4 -3.80358 -2.39742 -0.60592
C13 -0.88848 3.22110 0.61582
O9 -0.13220 2.22196 1.29892
C14 0.93495 2.72274 2.06275
C15 1.94215 1.60471 2.46257
N1 1.29051 0.29281 2.60622
C16 2.23104 -0.80693 2.87062
C17 1.57521 -2.19874 2.79602
O10 1.04887 -2.41934 1.52076
C18 0.42222 -3.67452 1.34416
H5 -1.39533 2.65916 -0.16233
H6 -0.29922 4.03797 0.18544
H7 -1.48539 3.74574 1.37424
H8 0.57486 3.14768 3.00933
H9 1.58145 3.49348 1.63030
H10 2.39430 1.89312 3.42153
H11 2.79383 1.53551 1.78183
H12 0.78945 0.22878 3.49098
H13 2.77680 -0.71571 3.81886
H14 3.02713 -0.81169 2.11310
H15 0.69841 -2.15522 3.46743
H16 2.22424 -3.00040 3.16860
H17 1.16145 -4.45050 1.57786
H18 0.05210 -3.82664 0.33504
H19 -0.42419 -3.74562 2.03279
C19 1.73354 -2.92509 -1.86547
O11 0.91133 -1.78684 -1.76479
C20 0.14776 -1.41671 -2.86871
C21 0.10336 0.09840 -3.01786
N2 -0.85992 0.71031 -2.07897
C22 -2.24727 0.33502 -2.39126
C23 -3.26374 1.18344 -1.66274
O12 -3.17592 2.49048 -2.18699
C24 -4.04896 3.45529 -1.67286
H20 2.21513 -3.15886 -0.92206
H21 2.54241 -2.70639 -2.56959
H22 1.12312 -3.75191 -2.23616
H23 -0.72609 -2.06233 -3.02382
H24 0.75814 -1.75074 -3.73528
H25 -0.10773 0.29574 -4.07934
H26 1.11879 0.46859 -2.87838
H27 -0.80521 1.63272 -2.52083
H28 -2.50364 -0.70840 -2.19910
H29 -2.38838 0.38546 -3.48212
H30 -3.04666 1.22923 -0.58688
H31 -4.28069 0.78874 -1.77729
H32 -3.94528 4.42474 -2.14280
H33 -3.88091 3.53388 -0.58856
H34 -5.08166 3.08366 -1.71158

Forces on the atoms, in the same order (eV/Å):
Sr -1.0 -0.8 0.0
C -2.2 -0.1 0.2
C 2.1 1.3 -0.1
C 0.6 2.0 0.0
O -0.9 -0.1 0.0
C -0.3 -2.4 0.9
C 0.6 2.5 -1.8
C 1.5 -2.3 -0.2
O -0.6 1.2 0.1
O 0.2 -1.0 0.8
O -0.6 -0.7 0.4
H 0.3 0.1 0.0
H -0.4 -0.1 -0.1
C -0.7 -0.7 -0.7
C 0.5 0.8 0.4
C 0.2 0.3 -0.6
O -0.1 -0.2 0.1
C -0.1 0.0 1.7
C -0.4 0.2 -1.7
C 1.1 0.1 1.7
O -0.3 -0.1 -0.9
O 0.9 0.5 0.0
O -0.2 -0.4 -0.4
H 0.0 0.3 0.1
H -0.1 -0.2 -0.1
C 0.5 0.1 0.8
O 0.8 0.6 -0.3
C 1.0 -0.5 1.3
C -0.3 -0.1 0.6
N 0.6 -0.8 1.1
C 1.4 -1.0 -1.3
C -1.5 1.1 1.4
O 0.7 0.3 -1.5
C 0.0 -0.1 1.0
H -0.5 0.5 0.1
H 0.5 -0.5 -0.3
H -0.7 -0.4 -0.3
H -0.4 0.0 -0.1
H -0.6 0.1 -0.8
H 0.0 0.2 0.0
H -0.3 -0.2 -0.4
H -1.1 0.7 -0.6
H -0.3 0.1 0.2
H -0.1 0.3 -0.1
H 0.1 -0.2 0.1
H 0.3 0.1 -0.4
H -0.1 -0.2 0.0
H 0.1 0.5 -0.1
H 0.0 -0.1 0.0
C -0.1 0.3 -0.9
O -0.4 0.2 1.9
C 2.0 -1.2 -2.3
C -0.7 -1.8 0.1
N 0.2 0.9 -1.5
C -0.5 -0.8 -0.5
C 0.1 0.3 0.4
O 0.5 0.9 -1.2
C -0.5 -1.3 1.5
H -0.4 0.2 0.3
H 0.0 -0.1 -0.2
H 0.2 -0.3 0.1
H -0.6 0.7 0.7
H -0.1 0.3 -0.1
H -0.5 0.1 0.1
H -0.1 0.1 0.5
H -0.2 0.6 1.4
H 0.5 0.0 0.7
H -0.3 0.5 0.0
H 0.0 -0.4 0.0
H 0.1 -0.1 -0.1
H 0.2 -0.1 -0.3
H 0.2 0.4 0.0
H -0.2 0.2 -0.4

Mulliken population analysis, charges in e, atoms 1 to 4: atom 1 (Sr): 1.05, atom 2 (C): -0.86, atom 3 (C): 0.70, atom 4 (C): 0.10

=====

# 2
Formula: C24H34N2O6
Source: OMol25
Level of theory: ωB97M-V/def2-TZVPD

Values from the calculation:
Net charge: 0
Spin multiplicity: 1
Orbital gap (eV): 8.41
HOMO energy (eV): -7.771
Energy relative to the best compared isomer or geometry (same formula, charge and spin) (kJ/mol): 309.53
SMILES string: COc1ccc(OC[C@@H](O)CN2CCN(C[C@H](O)COc3ccc(OC)cc3)CC2)cc1

CARTESIAN COORDINATES (ANGSTROEM)
C1 -3.59182 -0.46668 2.51257
O1 -2.98522 0.19974 1.43349
C2 -2.39108 -0.56194 0.45338
C3 -1.87036 0.14066 -0.63332
C4 -1.21297 -0.52799 -1.63819
C5 -1.05745 -1.91592 -1.59550
O2 -0.39416 -2.46480 -2.65568
C6 -0.14121 -3.84546 -2.68787
C7 0.96528 -4.32411 -1.72091
O3 1.36774 -5.62864 -2.07054
C8 2.14618 -3.33572 -1.69689
N1 1.89571 -2.26191 -0.75770
C9 2.28077 -2.59803 0.59838
C10 1.79484 -1.50867 1.54838
N2 2.40820 -0.24877 1.17699
C11 2.23165 0.81180 2.13932
C12 0.80132 1.05552 2.68675
O4 -0.12431 0.87102 1.64798
C13 0.70813 2.47679 3.28046
O5 1.00653 3.47051 2.32702
C14 0.13220 3.61638 1.27073
C15 -1.25077 3.69432 1.41691
C16 -2.05681 3.87411 0.31401
C17 -1.50689 3.99269 -0.96210
O6 -2.39959 4.14828 -1.98404
C18 -1.90316 4.22595 -3.29673
C19 -0.12567 3.94903 -1.10518
C20 0.67968 3.76232 0.00385
C21 2.03004 0.09499 -0.18344
C22 2.50720 -1.00201 -1.13016
C23 -1.60182 -2.61257 -0.52970
C24 -2.26106 -1.93942 0.49035
H1 -4.38347 -1.14325 2.17572
H2 -2.86127 -1.03223 3.10196
H3 -4.03046 0.31237 3.13539
H4 -1.97719 1.21315 -0.65481
H5 -0.79867 0.00831 -2.47685
H6 0.19644 -4.03495 -3.71441
H7 -1.05713 -4.42742 -2.52079
H8 0.56664 -4.41572 -0.70811
H9 1.78911 -5.60240 -2.93785
H10 3.06250 -3.89938 -1.44646
H11 2.27056 -2.90939 -2.69611
H12 1.82900 -3.55236 0.87631
H13 3.37894 -2.69268 0.68730
H14 2.09109 -1.75451 2.57173
H15 0.69660 -1.45916 1.48611
H16 2.57727 1.73692 1.67460
H17 2.87496 0.59754 3.00046
H18 0.59621 0.34088 3.50432
H19 -1.02235 1.06580 1.94722
H20 1.45688 2.59658 4.06696
H21 -0.28812 2.62634 3.71922
H22 -1.70831 3.61561 2.39200
H23 -3.12927 3.92249 0.41769
H24 -2.77844 4.31849 -3.93801
H25 -1.26135 5.10266 -3.43441
H26 -1.34847 3.32251 -3.57060
H27 0.33882 4.04924 -2.07328
H28 1.75217 3.72670 -0.10603
H29 2.51426 1.03709 -0.44978
H30 0.94378 0.20784 -0.28854
H31 2.19986 -0.75319 -2.14814
H32 3.61044 -1.06160 -1.09201
H33 -1.52390 -3.68575 -0.46338
H34 -2.65830 -2.51801 1.30997

Forces on the atoms, in the same order (eV/Å):
C -0.1 -0.1 0.2
O 0.2 0.2 -0.2
C 0.0 -0.2 -0.2
C -0.1 -0.2 0.1
C 0.0 -0.2 0.0
C -0.2 0.1 0.1
O 0.0 0.3 0.0
C 0.1 -0.5 0.2
C 0.0 0.6 0.0
O 0.0 -0.3 -0.2
C -0.2 -0.3 0.1
N 0.1 0.0 -0.1
C -0.1 0.0 0.2
C 0.2 -0.3 0.0
N -0.1 -0.1 0.0
C -0.3 0.1 0.1
C 0.4 0.2 0.5
O 0.0 -0.1 -0.1
C 0.0 -0.7 0.0
O -0.1 0.2 -0.3
C 0.0 0.2 -0.4
C 0.2 0.1 0.1
C 0.0 0.0 -0.3
C 0.0 0.0 0.1
O -0.1 0.0 0.3
C 0.1 0.0 -0.2
C -0.3 0.0 -0.3
C 0.0 -0.1 0.5
C 0.1 -0.1 -0.3
C -0.1 0.3 0.0
C 0.2 -0.1 -0.4
C -0.2 0.3 0.3
H 0.0 0.0 0.0
H 0.0 0.0 0.0
H 0.0 -0.1 0.0
H 0.0 0.2 0.0
H 0.1 0.1 -0.1
H 0.0 -0.1 0.1
H 0.1 0.1 0.0
H 0.1 0.1 -0.1
H 0.0 0.0 0.0
H -0.1 0.0 -0.1
H 0.1 0.0 0.0
H 0.0 0.0 0.0
H -0.1 0.0 0.0
H 0.0 0.0 0.0
H 0.0 0.0 0.1
H 0.1 0.0 0.1
H 0.0 0.1 0.0
H 0.1 0.1 -0.1
H 0.0 -0.1 0.0
H -0.1 0.0 0.0
H 0.1 0.0 0.0
H 0.0 0.0 0.1
H -0.1 0.0 0.0
H 0.1 0.0 0.0
H 0.0 0.0 0.0
H 0.0 0.0 0.0
H 0.0 0.0 -0.1
H 0.1 0.0 0.0
H 0.0 0.0 0.0
H 0.1 0.1 0.0
H 0.0 0.0 0.0
H 0.0 0.0 -0.1
H 0.0 -0.1 0.0
H 0.0 0.0 0.1

Mulliken population analysis, charges in e, atoms 1 to 4: atom 1 (C): -1.01, atom 2 (O): -0.43, atom 3 (C): 0.31, atom 4 (C): 0.20

=====

# 3
Formula: C24H34N4O10P3TeTl
Source: OMol25
Level of theory: ωB97M-V/def2-TZVPD

Values from the calculation:
Net charge: -2
Spin multiplicity: 1
Orbital gap (eV): 4.73
HOMO energy (eV): -0.769
Energy relative to the best compared isomer or geometry (same formula, charge and spin) (kJ/mol): 113.68

CARTESIAN COORDINATES (ANGSTROEM)
Tl1 -0.11222 -0.30074 -0.25986
N1 -4.89529 1.78065 0.97818
C1 -3.44780 2.06609 0.80661
C2 -3.21765 3.55135 0.75043
P1 -2.58581 1.31618 2.27981
O1 -3.35444 -0.14079 2.25714
O2 -3.10191 2.03811 3.47058
O3 -1.12427 1.15961 2.02639
P2 -3.22344 1.35349 -0.89949
O4 -3.39616 -0.23005 -0.56794
O5 -4.54905 1.82906 -1.49202
O6 -1.93875 1.63769 -1.57029
H1 -5.35101 2.42741 1.62215
H2 -4.92476 0.82495 1.36310
H3 -5.16058 1.81078 -0.10880
H4 -3.50531 4.02480 1.69229
H5 -3.76765 3.99998 -0.08003
H6 -2.15656 3.71940 0.59247
H7 -2.97548 -0.68638 1.56567
H8 -2.82082 -0.70809 -1.19630
N2 1.88200 1.35587 1.12729
C3 3.22867 1.30326 0.87831
C4 4.12043 1.01295 1.91509
C5 5.48709 0.98050 1.70437
C6 5.99150 1.25723 0.44593
C7 5.11575 1.51208 -0.59576
C8 3.73784 1.52540 -0.42302
C9 2.87995 1.68430 -1.61408
C10 3.23693 2.61236 -2.59783
C11 2.52432 2.69148 -3.77895
C12 1.49034 1.80133 -4.02101
C13 1.13705 0.88811 -3.04372
C14 1.77973 0.83316 -1.80871
H9 1.55356 1.31755 2.07891
H10 1.31445 1.91873 0.51254
H11 3.72362 0.80646 2.90285
H12 6.15642 0.74399 2.52503
H13 7.05853 1.23941 0.26747
H14 5.51227 1.67214 -1.58874
H15 4.06271 3.29941 -2.42788
H16 2.78540 3.43339 -4.52594
H17 0.95504 1.83295 -4.96424
H18 0.32564 0.19982 -3.24872
N3 -3.42857 -4.84905 4.16266
C15 -3.17192 -4.04987 3.04987
O7 -4.11424 -3.65357 2.37485
C16 -1.77618 -3.71866 2.79526
C17 -0.71059 -4.04904 3.66203
C18 0.57252 -3.71426 3.28266
C19 0.78289 -3.09780 2.05667
N4 -0.21958 -2.72919 1.25405
C20 -1.44656 -3.01009 1.63087
H19 -4.36539 -5.22476 4.17828
H20 -2.70114 -5.46547 4.48483
H21 -0.88000 -4.54465 4.60864
H22 1.41139 -3.94370 3.92496
H23 1.77108 -2.87538 1.68562
H24 -2.24058 -2.70622 0.96239
C21 -3.81984 -4.31587 -2.80477
C22 -2.97662 -4.11342 -1.55300
O8 -1.59865 -4.14974 -1.81474
P3 -0.84972 -2.79509 -2.42942
O9 -1.70792 -1.61521 -2.12434
Te1 1.41522 -2.95817 -1.85068
O10 -1.09249 -3.03969 -4.05806
C23 -0.39872 -4.09050 -4.66459
C24 -0.40840 -3.91795 -6.17680
H25 -4.87185 -4.36688 -2.53199
H26 -3.53644 -5.23624 -3.31501
H27 -3.66573 -3.47755 -3.47904
H28 -3.16908 -4.91487 -0.82820
H29 -3.24303 -3.15280 -1.09958
H30 -0.86132 -5.05028 -4.39047
H31 0.63900 -4.10473 -4.28534
H32 -1.42576 -3.96873 -6.55923
H33 0.18227 -4.70599 -6.64121
H34 0.00838 -2.94860 -6.43799

Forces on the atoms, in the same order (eV/Å):
Tl 0.6 0.7 -0.4
N -0.5 -0.3 0.0
C 1.0 -0.3 0.2
C 0.0 0.4 -0.1
P 0.3 -0.1 0.0
O 0.0 0.3 0.6
O -0.4 0.2 0.1
O -0.2 0.1 0.0
P -0.2 -0.2 -0.3
O -0.1 0.6 0.0
O 0.0 -0.1 0.1
O 0.0 0.2 0.2
H 0.1 -0.1 -0.1
H -0.3 0.2 -0.1
H -0.4 0.1 0.3
H 0.0 0.0 0.0
H 0.0 0.0 0.0
H 0.1 0.1 0.0
H 0.1 -0.2 -0.5
H 0.3 -0.6 -0.2
N -0.2 0.1 0.3
C 0.2 0.1 -0.1
C -0.1 -0.1 0.1
C 0.1 0.0 0.0
C 0.3 -0.1 0.1
C 0.0 0.0 0.1
C 0.2 -0.1 0.1
C -0.5 0.1 -0.5
C 0.2 0.2 0.2
C 0.2 0.2 -0.3
C -0.1 -0.1 -0.2
C 0.2 0.2 -0.1
C -0.4 -0.4 0.8
H 0.0 0.1 0.0
H 0.0 -0.1 0.0
H -0.1 0.0 0.0
H 0.0 0.0 0.0
H 0.1 0.0 0.0
H 0.0 0.0 -0.1
H 0.0 0.0 0.0
H 0.0 0.0 0.0
H 0.0 0.0 -0.1
H -0.2 0.0 -0.1
N 0.2 0.1 -0.3
C -1.8 -0.2 0.2
O 0.8 -0.2 0.3
C 1.6 0.3 0.1
C -0.8 0.2 -0.7
C 0.3 -0.1 0.0
C -0.6 0.2 -0.2
N 0.6 -0.5 0.6
C -0.5 -0.5 0.3
H 0.1 0.1 0.0
H -0.1 0.0 0.0
H 0.0 0.0 0.0
H 0.1 0.0 0.0
H 0.2 0.0 0.0
H -0.1 0.1 -0.1
C 0.2 0.1 0.2
C -0.7 0.0 0.1
O 1.1 0.5 -0.3
P -1.1 -1.2 -0.8
O 0.1 0.0 -0.1
Te 0.2 -0.1 -0.2
O 0.1 0.6 1.0
C 0.6 -0.7 -0.4
C -0.1 0.1 0.4
H -0.2 0.0 0.0
H 0.0 -0.1 0.0
H 0.0 0.0 -0.1
H 0.0 0.1 0.0
H -0.1 -0.1 0.1
H 0.0 0.1 0.0
H -0.3 -0.1 -0.2
H -0.1 0.0 -0.1
H 0.1 -0.1 -0.1
H 0.1 0.1 -0.1

Mulliken population analysis, charges in e, atoms 1 to 4: atom 1 (Tl): 1.10, atom 2 (N): -0.27, atom 3 (C): 0.48, atom 4 (C): -1.86

=====

# 4
Formula: C24H34N4O2
Source: OMol25
Level of theory: ωB97M-V/def2-TZVPD

Values from the calculation:
Net charge: 0
Spin multiplicity: 1
Orbital gap (eV): 8.84
HOMO energy (eV): -8.123
Energy relative to the best compared isomer or geometry (same formula, charge and spin) (kJ/mol): 127.01
SMILES string: O=C(CC[C@@H]1CCCN(C(=O)C2=CCCCC2)C1)N1CCN(c2ccccn2)CC1

CARTESIAN COORDINATES (ANGSTROEM)
O1 4.23372 -1.70481 0.59729
C1 3.23433 -2.21570 1.06626
C2 2.85317 -1.97400 2.51541
C3 2.80314 -0.47096 2.81842
C4 1.54656 0.26924 2.34652
C5 0.26529 -0.20206 3.03963
C6 -0.91453 0.64748 2.57455
C7 -1.03220 0.60072 1.04825
N1 0.20769 1.02114 0.44066
C8 0.42139 2.20096 -0.19043
O2 1.53974 2.57740 -0.49958
C9 -0.77658 3.02891 -0.53371
C10 -1.71331 2.59605 -1.36867
C11 -2.87560 3.42679 -1.81702
C12 -3.04070 4.67303 -0.95172
C13 -1.68654 5.34832 -0.76041
C14 -0.75526 4.42595 0.01943
C15 1.34328 0.20821 0.82915
N2 2.46062 -3.05127 0.32311
C16 1.19778 -3.63752 0.73435
C17 0.39281 -4.05293 -0.50294
N3 0.43342 -3.01258 -1.49874
C18 -0.66659 -2.25307 -1.75796
C19 -0.68096 -1.29517 -2.78864
C20 -1.84902 -0.60845 -3.03101
C21 -2.97389 -0.86404 -2.25136
C22 -2.85748 -1.81464 -1.25686
N4 -1.74876 -2.49122 -1.00921
C23 1.75263 -2.65172 -1.97856
C24 2.81553 -3.26692 -1.06476
H1 3.66658 -2.40365 3.10635
H2 1.93355 -2.46938 2.81039
H3 3.67567 -0.01292 2.34852
H4 2.88914 -0.33060 3.89855
H5 1.69316 1.32541 2.60426
H6 0.06191 -1.24668 2.79414
H7 0.37704 -0.12791 4.12351
H8 -1.84342 0.28786 3.02026
H9 -0.76394 1.68315 2.88736
H10 -1.24937 -0.42497 0.72530
H11 -1.84248 1.24665 0.71192
H12 -1.65425 1.59667 -1.77831
H13 -3.78561 2.82080 -1.79054
H14 -2.71567 3.71773 -2.86076
H15 -3.44126 4.38903 0.02423
H16 -3.74854 5.36048 -1.41871
H17 -1.80347 6.29425 -0.22850
H18 -1.25054 5.56047 -1.73820
H19 0.27314 4.79261 -0.01575
H20 -1.05601 4.39437 1.07296
H21 1.14637 -0.81695 0.50724
H22 2.22378 0.58958 0.30922
H23 1.36606 -4.50897 1.38041
H24 0.60411 -2.90289 1.28518
H25 -0.65080 -4.20770 -0.22853
H26 0.79049 -4.97890 -0.93110
H27 0.19229 -1.11711 -3.39321
H28 -1.89155 0.11689 -3.83144
H29 -3.90298 -0.34356 -2.41822
H30 -3.69231 -2.05900 -0.61141
H31 1.86104 -1.56194 -1.96227
H32 1.90514 -3.00229 -3.00848
H33 2.92594 -4.33888 -1.25348
H34 3.77708 -2.77882 -1.23232

Forces on the atoms, in the same order (eV/Å):
O 0.3 0.3 0.0
C -0.1 -0.3 0.2
C 0.1 0.3 0.0
C -0.1 0.1 -0.1
C 0.0 -0.3 0.0
C 0.1 0.4 0.0
C 0.0 -0.3 -0.2
C -0.4 0.1 0.3
N 0.0 -0.2 0.0
C -0.2 -0.2 -0.2
O 0.2 0.3 0.0
C 0.0 0.2 -0.1
C 0.1 0.0 -0.1
C -0.1 0.1 0.1
C 0.1 0.1 -0.3
C -0.1 -0.1 0.3
C 0.0 0.2 -0.1
C 0.4 0.3 0.1
N 0.0 -0.1 -0.3
C -0.3 -0.2 0.2
C 0.0 -0.2 0.3
N 0.2 0.0 0.2
C -0.3 0.1 -0.1
C 0.1 0.1 0.0
C -0.1 -0.2 0.1
C 0.0 0.1 -0.1
C -0.2 0.2 -0.1
N 0.2 -0.1 0.1
C 0.2 0.0 -0.2
C 0.2 0.1 -0.2
H -0.1 -0.1 -0.1
H 0.0 -0.1 0.0
H 0.0 0.0 0.1
H 0.0 0.0 0.0
H 0.0 0.0 -0.1
H 0.0 -0.1 0.0
H 0.0 -0.1 0.0
H -0.1 0.0 0.0
H 0.0 0.1 0.0
H 0.0 0.0 0.0
H 0.1 -0.2 0.0
H 0.1 -0.1 0.1
H 0.0 0.0 -0.1
H -0.1 0.0 0.0
H -0.1 0.0 0.0
H -0.1 0.0 0.1
H 0.0 0.0 -0.1
H 0.0 0.1 -0.1
H 0.0 0.0 0.1
H 0.1 0.1 0.1
H 0.0 -0.1 0.0
H -0.1 -0.1 0.0
H -0.1 0.1 0.0
H 0.0 -0.1 0.0
H 0.2 -0.1 0.0
H -0.1 0.0 0.1
H 0.1 0.0 -0.1
H 0.0 0.1 0.0
H -0.1 0.0 0.0
H -0.1 0.1 0.0
H 0.0 -0.1 0.0
H 0.1 0.1 0.0
H 0.0 0.1 0.0
H -0.2 -0.1 -0.1

Mulliken population analysis, charges in e, atoms 1 to 4: atom 1 (O): -0.70, atom 2 (C): 0.53, atom 3 (C): -0.48, atom 4 (C): -1.51